Record 1
A structure of composition C25H50BFInN4O6. Source: OMol25; level of theory: ωB97M-V/def2-TZVPD.

Geometry as XYZ:
```
88
Properties=species:S:1:pos:R:3:forces:R:3
C -0.700 -2.842 1.499 0.31 -0.88 -0.02
B 0.038 -1.339 1.530 -1.64 -0.39 -0.90
O -0.430 -0.331 0.553 -0.88 -0.39 2.11
In 1.745 -0.967 3.048 0.06 0.87 -1.31
C 1.615 1.074 4.045 -0.77 2.46 0.72
C 0.293 1.272 5.002 1.65 -3.98 4.11
O 0.114 0.455 6.045 0.09 6.11 -6.80
F -0.632 2.408 4.660 1.99 -3.00 0.98
C 3.701 -1.019 1.909 1.33 -0.25 0.07
C 5.045 -1.201 2.830 0.39 0.56 -1.81
O 5.219 -2.641 3.178 -0.40 1.23 -1.88
C 5.153 -0.190 4.115 1.46 -0.29 0.13
N 4.572 -0.746 5.409 -0.35 1.04 -1.14
O 1.543 -2.532 4.480 3.63 -5.09 -2.81
C 2.237 -3.679 3.812 -0.81 -4.76 -1.11
N 2.583 -4.816 3.291 -2.62 9.48 4.19
H -1.798 -2.818 1.916 1.91 0.08 -0.87
H -0.722 -3.312 0.414 -0.15 1.04 1.98
H -0.097 -3.602 2.169 -1.22 1.47 -1.23
H -1.221 0.178 0.911 1.46 -1.11 -0.70
H 1.619 1.879 3.177 -0.21 -1.54 1.79
H 2.637 1.243 4.636 -2.60 -0.36 -0.78
H 3.640 -1.938 1.150 0.25 2.03 1.44
H 3.813 -0.017 1.309 -0.21 -1.90 0.95
H 5.971 -0.940 2.124 -1.73 -0.25 1.53
H 5.130 -3.100 2.270 0.03 1.00 2.31
H 6.320 -0.050 4.328 -2.38 -0.27 -0.53
H 4.759 0.915 3.896 0.57 -2.49 -0.08
H 3.785 -1.409 5.237 0.72 0.92 0.17
H 4.244 0.092 5.938 -0.01 -1.34 -0.44
C -5.589 -4.042 -2.684 -0.21 0.05 -0.37
C -4.997 -3.438 -1.378 -0.37 -1.77 -0.46
C -6.105 -3.222 -0.307 0.03 0.34 0.08
C -6.979 -1.990 -0.522 0.08 -0.03 -0.22
C -6.126 -0.750 -0.768 0.05 -0.23 0.03
C -5.115 -0.950 -1.927 -0.66 1.39 -1.10
N -4.269 -2.173 -1.734 1.79 0.99 4.56
O -3.348 -1.903 -0.704 -2.16 -0.68 -3.04
C -5.899 -1.023 -3.267 -0.07 -0.28 -0.07
C -4.257 0.345 -2.086 0.38 -0.44 0.48
C -4.065 -4.568 -0.826 0.45 0.77 0.18
H -5.109 -3.628 -3.579 -0.10 0.05 0.25
H -5.429 -5.125 -2.753 -0.03 0.22 0.29
H -6.668 -3.882 -2.767 0.11 0.07 -0.05
H -5.642 -3.127 0.681 0.21 -0.03 -0.15
H -6.752 -4.108 -0.254 0.31 0.00 -0.16
H -7.666 -2.157 -1.359 0.04 0.06 0.00
H -7.606 -1.831 0.359 -0.01 -0.04 -0.03
H -6.786 0.102 -0.983 0.27 -0.09 -0.18
H -5.597 -0.493 0.156 0.20 -0.08 -0.12
H -5.222 -1.195 -4.113 -0.06 0.00 0.21
H -6.429 -0.082 -3.460 0.26 -0.07 0.24
H -6.666 -1.796 -3.287 0.12 -0.05 0.02
H -3.712 0.609 -1.173 -0.05 -0.30 -0.18
H -4.889 1.209 -2.325 -0.14 -0.38 -0.01
H -3.529 0.237 -2.900 -0.10 -0.09 0.18
H -3.226 -4.765 -1.508 -0.19 0.14 0.13
H -4.621 -5.506 -0.707 -0.17 0.35 -0.22
H -3.657 -4.332 0.163 0.03 0.17 -0.31
C 1.543 2.354 -3.066 -0.03 0.23 -0.37
C 2.203 2.145 -1.672 -1.58 -0.88 -0.75
C 1.540 3.052 -0.596 0.29 0.19 0.14
C 1.980 4.513 -0.624 0.05 -0.08 -0.22
C 3.502 4.626 -0.658 -0.16 -0.17 0.00
C 4.128 3.812 -1.820 0.82 1.44 -0.86
N 3.680 2.380 -1.813 1.28 -1.14 4.73
O 4.322 1.733 -0.740 -1.39 1.56 -3.18
C 3.764 4.500 -3.165 -0.26 -0.11 -0.11
C 5.682 3.946 -1.759 -0.17 -0.60 0.41
C 1.832 0.672 -1.295 0.80 0.18 0.18
H 2.279 2.310 -3.877 -0.05 0.10 0.23
H 0.813 1.571 -3.305 0.13 0.13 0.35
H 1.009 3.307 -3.137 0.12 -0.03 -0.04
H 1.769 2.661 0.401 0.09 -0.20 -0.15
H 0.447 3.013 -0.693 0.24 -0.26 -0.14
H 1.538 5.024 -1.487 0.07 0.01 0.00
H 1.598 5.025 0.262 -0.03 -0.02 -0.03
H 3.780 5.685 -0.743 0.13 -0.24 -0.19
H 3.905 4.287 0.302 0.07 -0.20 -0.13
H 4.163 3.938 -4.018 -0.07 0.02 0.20
H 4.189 5.511 -3.213 0.08 -0.26 0.23
H 2.693 4.630 -3.318 0.04 -0.14 0.02
H 6.102 3.601 -0.808 -0.25 -0.12 -0.22
H 5.990 4.994 -1.866 -0.38 -0.13 -0.07
H 6.158 3.381 -2.570 -0.15 0.02 0.15
H 2.291 -0.047 -1.987 0.03 0.23 0.09
H 0.746 0.522 -1.334 0.32 0.35 -0.05
H 2.136 0.409 -0.275 0.08 0.12 -0.29
```
Positions in Å, forces in eV/Å.

## Properties
Maximum force ... 10.69 eV/A
LUMO energy (spin up / spin down) ... 2.1 / 1.4 eV
Electronic energy ... -53540.629 eV
Net charge ... -1
HOMO (spin up / spin down) ... -4.69 / -4.69 eV
Frontier orbital gap (spin up / spin down) ... 6.77 / 6.06 eV
Spin multiplicity ... 3

---

Record 2
A structure of composition C25H50Br2Cl14F5NbO3PS. Source: OMol25; level of theory: ωB97M-V/def2-TZVPD.

Geometry as XYZ:
```
102
Properties=species:S:1:pos:R:3:forces:R:3
C 1.517 -4.123 1.343 -0.49 0.08 0.09
C 0.262 -3.287 1.041 0.53 -0.72 -0.37
S 0.633 -1.749 0.163 -0.22 -0.10 -0.05
C 1.541 -2.374 -1.320 -0.38 0.79 1.26
Nb 1.265 -1.168 -3.222 -0.62 -3.42 0.37
C -0.997 -1.499 -3.341 0.29 1.38 0.30
C -1.441 -2.729 -2.534 -0.60 0.24 -1.13
C -2.741 -3.340 -3.128 0.80 -0.29 -0.04
C -3.689 -3.827 -2.073 0.12 0.69 -0.56
F -3.033 -4.286 -1.008 0.54 -0.33 1.20
F -4.429 -4.860 -2.509 -0.80 -0.69 -0.58
C -4.685 -2.761 -1.605 0.60 -1.02 -0.47
F -4.111 -1.790 -0.969 1.10 1.38 1.16
F -5.604 -3.284 -0.820 -1.07 -0.60 0.94
F -5.288 -2.241 -2.645 -1.04 0.55 -1.40
C 1.804 -2.827 -4.686 0.70 -0.14 0.39
Br 0.256 -3.790 -5.467 0.13 0.20 -0.15
C 2.809 -3.925 -4.261 -0.84 -0.45 -0.68
C 2.226 -5.141 -3.535 0.62 0.29 0.76
Br 4.390 -3.214 -3.334 -0.27 0.09 0.13
P 0.915 1.006 -1.812 0.71 0.42 -1.07
O 1.984 1.162 -0.800 0.59 -0.11 1.12
O 1.037 2.320 -2.794 -0.54 -0.11 0.29
O -0.557 1.164 -1.160 -0.32 0.39 -0.09
H 1.363 -4.676 2.264 0.14 -0.09 0.26
H 2.389 -3.487 1.426 0.25 0.06 0.14
H 1.685 -4.864 0.569 0.17 -0.01 -0.24
H -0.397 -3.926 0.456 -0.29 0.16 -0.26
H -0.282 -3.078 1.954 -0.02 0.48 0.20
H 1.252 -3.423 -1.397 -0.10 -0.06 -0.43
H 2.584 -2.357 -1.015 0.30 -0.04 -0.20
H 3.008 -0.605 -3.300 -0.48 1.03 -0.44
H 1.020 -0.059 -4.661 -0.04 0.27 0.36
H -1.360 -1.500 -4.363 0.10 -0.24 -0.29
H -1.486 -0.635 -2.886 -0.07 0.19 -0.02
H -0.703 -3.521 -2.592 0.19 -0.16 0.49
H -1.656 -2.424 -1.520 0.51 -0.08 0.34
H -2.474 -4.228 -3.692 0.02 -0.16 -0.21
H -3.216 -2.669 -3.830 -0.28 0.20 0.04
H 2.255 -2.341 -5.544 -0.04 0.20 -0.22
H 3.222 -4.311 -5.179 0.39 -0.05 -0.20
H 2.911 -5.404 -2.736 -0.01 -0.18 0.26
H 1.250 -4.966 -3.101 -0.16 0.13 0.03
H 2.173 -6.003 -4.185 -0.17 -0.09 -0.33
H 1.994 2.419 -2.918 -0.19 0.09 -0.09
H -0.529 0.977 -0.209 0.17 -0.01 -0.23
Cl 4.999 3.832 -1.881 0.03 0.03 -0.03
C 4.612 2.988 -0.353 -0.07 -0.15 0.09
C 4.313 3.947 0.765 -0.05 -0.12 -0.08
Cl 5.755 4.862 1.301 0.07 -0.02 -0.12
H 5.448 2.336 -0.110 0.06 0.09 -0.03
H 3.732 2.374 -0.540 -0.12 -0.05 -0.03
H 3.953 3.396 1.630 0.05 -0.04 -0.03
H 3.552 4.666 0.475 0.05 0.02 -0.02
Cl -10.103 -2.035 -6.019 -0.02 -0.02 -0.03
C -9.328 -2.911 -4.672 -0.03 -0.04 0.11
C -7.882 -2.524 -4.494 0.03 0.00 0.10
Cl -6.862 -3.092 -5.839 0.01 0.01 -0.02
H -9.433 -3.977 -4.862 0.03 0.02 -0.08
H -9.887 -2.664 -3.771 0.03 0.05 0.00
H -7.491 -2.979 -3.586 -0.03 -0.05 -0.02
H -7.765 -1.446 -4.415 -0.01 0.00 -0.07
Cl 5.231 -3.950 -6.555 0.11 -0.08 -0.37
C 6.753 -3.274 -7.181 0.10 -0.06 -0.04
C 7.141 -2.009 -6.458 0.12 0.05 0.03
Cl 6.037 -0.663 -6.827 -0.02 -0.01 0.02
H 6.636 -3.104 -8.248 -0.07 0.05 0.02
H 7.522 -4.033 -7.036 0.00 0.03 0.07
H 8.137 -1.699 -6.771 -0.02 -0.02 -0.05
H 7.146 -2.154 -5.380 -0.11 0.00 -0.01
Cl 4.585 6.934 3.758 -0.10 0.09 0.17
C 2.997 7.301 3.042 0.00 0.10 -0.03
C 1.890 6.465 3.634 -0.06 0.00 -0.04
Cl 2.010 4.746 3.187 -0.03 -0.03 0.05
H 3.078 7.162 1.966 0.02 -0.10 0.02
H 2.795 8.354 3.239 -0.02 -0.02 0.04
H 0.929 6.820 3.265 0.03 0.02 -0.04
H 1.888 6.527 4.716 0.10 -0.04 0.00
Cl -6.238 -1.542 3.811 -0.04 0.01 0.03
C -6.820 -1.773 2.141 0.01 -0.12 -0.09
C -6.632 -0.537 1.299 0.07 -0.06 -0.11
Cl -7.706 0.793 1.809 0.00 0.02 0.02
H -7.865 -2.068 2.189 -0.01 0.08 0.06
H -6.250 -2.597 1.718 0.06 0.06 -0.02
H -6.873 -0.759 0.260 -0.04 -0.04 0.02
H -5.607 -0.177 1.341 -0.02 0.03 0.07
Cl 0.609 8.500 6.042 -0.03 0.13 0.09
C -0.488 7.305 6.779 -0.08 -0.08 -0.09
C -0.565 7.455 8.276 -0.15 -0.01 0.05
Cl 0.961 6.998 9.079 0.02 0.03 -0.01
H -0.144 6.313 6.493 0.06 0.02 0.03
H -1.472 7.465 6.343 0.00 0.04 0.04
H -1.340 6.800 8.670 0.02 -0.04 -0.04
H -0.800 8.477 8.562 0.09 0.02 -0.02
Cl 4.028 3.505 11.191 0.01 -0.03 0.00
C 2.442 3.866 10.461 0.00 0.10 -0.05
C 1.340 3.024 11.050 -0.11 0.07 0.02
Cl 1.487 1.307 10.599 0.01 -0.02 0.03
H 2.526 3.720 9.387 0.03 -0.07 0.02
H 2.239 4.918 10.649 -0.02 -0.02 0.06
H 0.378 3.370 10.674 0.03 0.01 -0.05
H 1.330 3.087 12.135 0.07 -0.05 0.00
```
Positions in Å, forces in eV/Å.

## Properties
Maximum force ... 3.50 eV/A
LUMO energy ... 1.5 eV
Electronic energy ... -383540.497 eV
Net charge ... -1
HOMO ... -5.20 eV
Frontier orbital gap ... 6.70 eV
Spin multiplicity ... 1

---

Record 3
A structure of composition C25H50BrCl3GeN5OSi2Sn. Source: OMol25; level of theory: ωB97M-V/def2-TZVPD.

Geometry as XYZ:
```
89
Properties=species:S:1:pos:R:3:forces:R:3
Sn -0.323 0.353 -0.247 0.27 -0.32 0.40
C 0.158 0.744 4.700 0.16 0.11 0.07
N -1.008 0.024 4.195 -0.14 -0.06 -0.04
C -1.906 -0.559 5.189 -0.12 -0.06 0.02
C -1.185 -0.121 2.878 0.29 0.08 0.03
N -0.284 0.204 1.990 -0.18 0.14 -0.42
N -2.420 -0.631 2.501 -0.24 0.17 0.08
C -2.823 -1.151 1.297 0.02 -0.42 -0.15
N -4.072 -1.660 1.304 0.00 0.05 0.11
N -2.036 -1.210 0.267 0.10 0.29 0.12
H -0.037 1.053 5.722 -0.06 -0.04 0.01
H 0.348 1.642 4.114 -0.04 -0.05 -0.02
H 1.054 0.120 4.687 -0.03 0.01 -0.04
H -2.735 0.112 5.432 0.00 -0.01 -0.02
H -1.348 -0.738 6.103 0.04 0.01 -0.02
H -2.289 -1.523 4.855 0.01 -0.01 0.03
H 0.588 0.519 2.413 0.08 0.04 -0.10
H -3.133 -0.579 3.210 0.02 -0.03 0.01
H -4.686 -1.578 2.097 0.01 -0.02 0.01
H -4.487 -1.977 0.446 -0.01 0.03 -0.03
H -2.499 -1.646 -0.522 0.05 0.00 -0.05
C -3.476 7.826 -1.268 0.06 -0.16 0.00
C -2.678 7.386 -0.025 -0.08 0.27 0.02
C -3.489 7.717 1.244 0.07 -0.14 -0.02
C -1.364 8.170 0.013 -0.02 -0.15 -0.02
C -2.467 5.893 -0.082 -0.01 0.04 0.03
C -1.190 5.306 -0.085 0.14 -0.15 -0.02
C -1.081 3.952 -0.119 0.92 0.05 -0.05
Br 0.669 3.189 -0.160 -0.38 0.30 0.14
C -2.199 3.047 -0.136 -0.08 -0.44 0.05
O -2.027 1.783 -0.116 -0.15 0.50 0.14
C -3.515 3.657 -0.153 -0.32 0.25 -0.02
C -3.578 5.030 -0.125 -0.14 -0.26 -0.02
C -4.854 2.911 -0.184 -0.14 -0.16 -0.04
C -5.651 3.274 1.083 0.08 0.04 -0.04
C -5.640 3.357 -1.431 0.09 0.00 0.03
C -4.753 1.385 -0.234 0.13 0.09 -0.04
H -3.601 8.907 -1.251 -0.01 0.01 0.02
H -4.466 7.371 -1.300 -0.03 0.02 -0.02
H -2.944 7.557 -2.181 -0.02 0.04 -0.04
H -3.669 8.790 1.286 0.00 0.02 0.00
H -2.938 7.424 2.139 -0.01 0.03 0.03
H -4.454 7.211 1.254 -0.04 0.03 0.01
H -1.582 9.235 0.076 -0.01 0.01 -0.01
H -0.778 8.006 -0.893 0.05 0.02 0.01
H -0.762 7.906 0.884 0.03 0.02 0.00
H -0.298 5.915 -0.065 -0.01 0.02 -0.01
H -4.559 5.480 -0.136 0.02 0.05 0.02
H -5.919 4.329 1.112 0.01 0.02 0.02
H -5.077 3.044 1.983 -0.02 -0.01 0.02
H -6.576 2.697 1.107 -0.02 0.01 -0.01
H -5.855 4.425 -1.423 -0.02 0.01 -0.02
H -6.591 2.827 -1.471 -0.02 0.00 0.00
H -5.081 3.129 -2.340 -0.03 0.00 -0.03
H -4.244 1.005 0.648 -0.01 -0.07 0.04
H -4.219 1.046 -1.121 0.01 -0.06 0.00
H -5.764 0.975 -0.262 -0.01 0.02 0.01
Cl 2.740 1.715 2.791 0.18 0.21 0.54
Ge 3.069 0.530 0.944 -1.30 0.29 -1.22
Cl 3.576 -1.492 1.754 0.07 -0.78 0.20
Cl 4.912 1.342 0.128 0.29 -0.07 0.15
C 1.533 -4.361 -2.845 -0.34 0.05 0.63
Si 2.511 -3.459 -1.474 0.84 0.31 -1.06
C 4.068 -4.408 -1.036 -0.41 0.05 0.23
C 2.784 -1.684 -2.011 -0.07 -0.39 0.08
C 1.255 -3.434 -0.076 0.27 0.06 0.15
Si 0.732 -4.728 1.198 -0.35 -0.65 1.00
C 0.086 -3.704 2.649 0.25 -0.05 -0.26
C 2.134 -5.878 1.672 -0.11 0.36 -0.24
C -0.691 -5.685 0.379 0.36 0.43 -0.26
H 2.236 -4.589 -3.646 0.15 0.06 0.06
H 0.741 -3.730 -3.245 -0.01 0.00 -0.03
H 1.095 -5.294 -2.494 0.01 -0.07 -0.09
H 4.813 -4.275 -1.822 -0.06 0.09 -0.09
H 3.872 -5.476 -0.944 -0.01 -0.02 0.01
H 4.502 -4.052 -0.101 0.02 0.05 0.00
H 3.346 -1.634 -2.945 0.04 -0.08 0.00
H 3.342 -1.149 -1.251 0.17 0.13 0.04
H 1.837 -1.164 -2.171 -0.02 -0.03 -0.01
H 0.691 -2.499 0.012 -0.14 -0.08 -0.14
H 0.867 -3.039 3.023 0.03 0.01 0.00
H -0.227 -4.348 3.472 -0.01 -0.08 -0.02
H -0.765 -3.093 2.341 -0.05 -0.01 -0.05
H 3.017 -5.318 1.984 0.02 0.01 0.03
H 2.422 -6.537 0.852 -0.02 0.01 -0.04
H 1.829 -6.510 2.507 -0.09 0.03 0.03
H -1.458 -5.029 -0.034 -0.05 -0.01 0.01
H -1.154 -6.323 1.132 0.07 0.04 0.13
H -0.316 -6.324 -0.420 -0.01 -0.02 -0.02
```
Positions in Å, forces in eV/Å.

## Properties
Maximum force ... 1.80 eV/A
Energy above the lowest of the compared OMol25 structures with the same formula, charge and spin ... 52.1 kcal per mole
LUMO energy (spin up / spin down) ... -8.1 / -8.1 eV
Electronic energy ... -221937.314 eV
Net charge ... +2
HOMO (spin up / spin down) ... -11.91 / -11.89 eV
Frontier orbital gap (spin up / spin down) ... 3.81 / 3.79 eV
Spin multiplicity ... 2